71
Properties=species:S:1:pos:R:3:forces:R:3:mulliken_spin:R:1 method="wB97M-V/def2-TZVPD" de_lowest_ev=0.944 multiplicity=4 homo_lumo_gap_ha="0.171 / 0.241" charge=+1 lumo_ev="-3.35 / -3.48" max_force_ev_per_a=6.86 s2=3.80 homo_ha="-0.294 / -0.369" e_tot_ev=-43562.5438
C 1.38088 -2.64252 -0.03795 0.812 -1.190 0.195 0.140
C 2.35754 -1.99105 -0.87319 1.038 -1.004 -0.531 -0.112
C 1.82022 -1.90769 -2.19699 0.961 -1.204 -0.268 0.078
C 0.48267 -2.42779 -2.17630 0.541 -1.187 -0.837 0.106
C 0.22507 -2.91593 -0.84539 -0.068 -1.015 0.074 -0.037
Re 0.58351 -0.83875 -0.77142 -2.929 6.181 0.459 1.727
C -1.84585 1.82221 -1.16865 -2.347 -1.018 1.353 0.095
C -1.66525 0.84315 -0.05649 -1.287 -1.281 -0.382 0.040
H -1.80702 1.22408 0.95450 0.625 0.080 -0.025 0.060
C -1.51288 -0.55786 -0.20585 -1.246 0.597 0.949 0.102
H -2.05073 -1.10754 -0.99440 0.288 0.414 0.132 0.007
H -1.53604 -1.07473 0.76508 -0.273 -0.061 -0.292 0.000
C -2.57668 3.06776 -0.64755 0.150 -0.178 0.083 0.025
H -1.97829 3.57548 0.11177 -0.011 0.060 0.038 0.001
H -2.75983 3.76348 -1.46605 -0.102 -0.008 0.081 0.000
H -3.53391 2.77764 -0.21263 0.004 0.074 -0.012 -0.012
C -2.69245 1.22054 -2.31753 -0.165 0.035 -0.035 0.042
H -2.28378 0.27984 -2.69432 0.065 0.121 0.080 0.010
H -3.71918 1.03996 -1.97973 0.151 0.031 -0.024 -0.011
H -2.73144 1.92297 -3.16078 0.054 -0.083 0.194 -0.001
C 3.73550 -1.57437 -0.46467 0.240 0.022 -0.129 0.013
H 3.81658 -1.48571 0.62287 -0.009 0.025 -0.197 0.003
H 4.48154 -2.30571 -0.80605 -0.164 0.073 0.108 0.000
H 4.00139 -0.60868 -0.91036 -0.059 -0.168 0.128 -0.004
C 2.63911 -1.52302 -3.38837 0.132 0.378 -0.071 -0.022
H 2.90132 -0.46039 -3.36349 0.013 -0.191 -0.094 0.007
H 3.58044 -2.08752 -3.40145 -0.271 -0.013 0.053 -0.001
H 2.09996 -1.72963 -4.31597 0.142 0.051 0.090 -0.001
C -0.44486 -2.59418 -3.34201 -0.077 0.056 -0.102 -0.016
H -0.19804 -1.88714 -4.13864 -0.131 -0.118 0.098 0.004
H -0.38280 -3.61061 -3.75679 0.047 0.223 0.137 0.003
H -1.48573 -2.42417 -3.04208 0.190 -0.010 -0.122 0.002
C -0.97104 -3.70921 -0.41393 -0.127 0.009 -0.002 0.019
H -1.87122 -3.39957 -0.95381 0.105 -0.069 0.121 0.003
H -0.82088 -4.77996 -0.61025 0.025 0.263 0.019 -0.002
H -1.15837 -3.59180 0.65897 -0.037 -0.020 -0.199 -0.003
C 1.63285 -3.11403 1.36018 0.157 0.015 0.196 -0.014
H 0.70624 -3.45491 1.83231 0.135 0.027 0.013 -0.003
H 2.34489 -3.95266 1.36851 -0.244 0.163 -0.009 -0.001
H 2.07407 -2.31398 1.96591 -0.034 -0.159 -0.019 0.001
C 0.24796 0.98012 -2.15977 -0.386 -3.282 -1.355 0.220
C -0.51756 2.13729 -1.70744 4.584 0.689 0.485 0.134
C 0.60606 0.95831 -3.50330 0.193 0.219 -0.670 -0.190
C -0.40333 3.37633 -2.49659 0.299 0.064 -0.969 0.200
H 0.38437 1.92979 -0.94397 -1.521 2.468 0.392 0.078
C 0.54966 2.10027 -4.30107 0.247 -0.741 -0.391 0.265
H 0.88224 0.01915 -3.98174 0.321 0.417 0.222 -0.016
C 0.11529 3.32596 -3.76332 -0.288 0.497 0.647 -0.066
H -0.78041 4.31965 -2.10673 0.119 -0.240 -0.001 0.020
H 0.88547 2.05355 -5.34435 -0.260 -0.003 0.433 0.017
H 0.17989 4.21607 -4.38511 -0.061 -0.058 0.209 -0.001
C -0.33804 3.48452 4.74577 -0.142 0.062 0.273 0.001
C -0.69812 2.39894 3.75083 0.099 0.051 0.068 -0.002
N 0.52327 1.97315 3.03181 -0.312 -0.313 -0.460 0.017
C 0.61147 0.77795 2.40417 0.136 -0.296 0.038 0.016
S 1.40710 0.78357 0.85961 0.352 -0.018 0.210 0.053
N 0.17944 -0.33892 3.02509 0.339 0.731 0.019 -0.001
C 0.28603 -0.52787 4.49541 -0.005 -0.137 -0.245 0.000
C -0.88462 -1.33375 5.02072 -0.124 0.021 0.276 0.001
H 0.43155 3.14102 5.44767 -0.148 0.061 -0.167 0.000
H -1.22600 3.76204 5.32235 0.154 0.041 -0.098 0.000
H 0.02961 4.38171 4.23458 -0.040 -0.162 0.104 0.000
H -1.14503 1.52950 4.24087 0.061 0.248 -0.125 0.000
H -1.42736 2.78055 3.01557 0.212 -0.172 0.189 0.002
H 0.95685 2.73107 2.50412 -0.133 -0.363 0.103 0.000
H 0.24649 -1.20023 2.49349 0.128 0.300 -0.135 0.007
H 1.22848 -1.06212 4.70122 -0.228 0.223 -0.111 0.000
H 0.35816 0.45303 4.96735 0.015 -0.233 -0.082 0.000
H -0.85232 -2.36599 4.65365 -0.046 0.184 0.042 0.000
H -0.82754 -1.36154 6.11463 -0.072 -0.106 -0.196 0.000
H -1.84650 -0.88914 4.73748 0.209 -0.069 0.043 0.000